Formula: C41H47N3O8P3S2Ta
Source: the OMol25 dataset
Level of theory: ωB97M-V with the def2-TZVPD basis set

Each line ends with the Mulliken charge.
Atoms and positions in Å:
Ta: -0.098 0.369 -0.154  1.29
C: -2.848 -1.444 2.348  -0.46
C: -2.856 0.060 2.587  -1.87
P: -1.415 1.091 2.087  1.61
C: -0.233 1.173 3.462  0.50
C: 0.890 1.989 3.334  -0.19
C: 1.830 2.045 4.352  -0.79
C: 1.658 1.283 5.500  -0.70
C: 0.540 0.471 5.631  -0.83
C: -0.405 0.415 4.617  -0.86
C: -2.190 2.722 1.963  0.89
C: -2.039 3.682 2.957  -0.72
C: -2.696 4.899 2.840  -0.85
C: -3.505 5.154 1.742  -0.72
C: -3.663 4.190 0.753  -0.64
C: -3.006 2.978 0.861  -0.23
C: -2.980 -1.820 0.862  -1.40
P: -1.344 -2.193 0.138  1.57
C: -0.903 -3.789 0.922  1.10
C: -1.349 -4.953 0.285  -0.90
C: -1.171 -6.195 0.871  -0.89
C: -0.555 -6.301 2.110  -0.65
C: -0.134 -5.152 2.762  -1.19
C: -0.310 -3.907 2.177  0.21
C: -1.601 -2.673 -1.593  0.59
C: -0.522 -3.247 -2.277  -0.56
C: -0.640 -3.575 -3.617  -0.81
C: -1.837 -3.336 -4.286  -0.69
C: -2.912 -2.786 -3.609  -0.58
C: -2.797 -2.455 -2.263  -0.98
H: -3.699 -1.862 2.886  0.52
H: -1.964 -1.907 2.796  -0.03
H: -3.040 0.302 3.637  0.95
H: -3.690 0.513 2.045  0.67
H: 1.033 2.598 2.448  0.37
H: 2.696 2.687 4.248  0.53
H: 2.389 1.331 6.297  0.45
H: 0.398 -0.116 6.529  0.48
H: -1.260 -0.239 4.733  0.30
H: -1.415 3.492 3.822  0.44
H: -2.578 5.646 3.615  0.47
H: -4.018 6.103 1.657  0.46
H: -4.303 4.382 -0.101  0.50
H: -3.116 2.235 0.077  0.13
H: -3.444 -1.007 0.296  0.63
H: -3.606 -2.704 0.732  0.75
H: -1.842 -4.908 -0.676  0.38
H: -1.520 -7.080 0.356  0.46
H: -0.415 -7.271 2.568  0.42
H: 0.332 -5.220 3.736  0.49
H: 0.003 -3.028 2.717  0.09
H: 0.397 -3.486 -1.746  0.66
H: 0.190 -4.039 -4.135  0.47
H: -1.932 -3.594 -5.333  0.44
H: -3.847 -2.608 -4.124  0.47
H: -3.651 -2.023 -1.754  0.38
O: 0.742 -1.077 2.164  0.13
C: 1.898 -1.155 2.568  -0.49
C: 3.031 -0.433 2.010  1.17
C: 4.235 -0.364 2.710  -0.69
C: 5.246 0.422 2.197  -0.63
C: 5.118 1.119 1.005  -0.58
C: 3.939 1.038 0.281  -0.67
C: 2.911 0.264 0.796  -0.20
O: 1.746 0.160 0.152  -0.09
N: 6.515 0.530 2.956  1.04
O: 6.580 -0.090 3.999  -0.59
O: 7.347 1.301 2.528  -0.59
H: 2.133 -1.801 3.428  0.33
H: 4.383 -0.888 3.645  0.61
H: 5.952 1.711 0.656  0.59
H: 3.809 1.551 -0.664  0.51
N: 0.506 -0.313 -2.216  -0.73
N: -0.535 -0.168 -3.129  0.29
C: -1.731 0.319 -2.666  0.19
O: -2.715 0.549 -3.283  -0.53
O: -1.621 0.500 -1.310  0.18
H: 1.260 0.358 -2.458  -0.05
H: 0.857 -1.271 -2.234  0.35
H: -0.331 -0.223 -4.112  0.30
C: -3.090 3.704 -2.992  -1.38
C: -1.734 4.358 -2.900  1.09
C: -1.470 5.316 -4.039  -1.56
O: -0.710 3.267 -2.975  -0.09
P: 0.645 3.330 -2.198  -0.20
S: 2.067 2.289 -3.000  -0.43
S: 0.220 2.728 -0.167  -0.10
O: 0.884 4.858 -1.975  0.07
C: 1.742 5.591 -1.021  0.79
C: 1.516 7.052 -1.332  -1.55
C: 3.188 5.169 -1.138  -1.00
H: -3.853 4.481 -2.940  0.46
H: -3.254 2.993 -2.182  0.05
H: -3.204 3.176 -3.938  0.42
H: -1.601 4.835 -1.929  0.27
H: -1.527 4.788 -4.991  0.34
H: -0.497 5.794 -3.952  0.33
H: -2.237 6.093 -4.038  0.43
H: 1.342 5.350 -0.033  0.06
H: 1.881 7.291 -2.331  0.36
H: 2.060 7.665 -0.614  0.46
H: 0.458 7.303 -1.268  0.37
H: 3.551 5.309 -2.156  0.34
H: 3.328 4.128 -0.853  0.01
H: 3.790 5.790 -0.473  0.50

Orbital gap in eV: 6.458
Net charge: +2
HOMO energy in Ha: -0.50922

***

Formula: C41H48Cl2N9O3PTl
Source: the OMol25 dataset
Level of theory: ωB97M-V with the def2-TZVPD basis set

Each line ends with the Mulliken charge.
Atoms and positions in Å:
Tl: -0.581 0.390 -0.842  0.50
C: -2.886 3.229 -1.778  -1.03
C: -1.735 4.155 -1.502  1.14
C: -1.510 5.258 -2.310  -1.11
C: -0.537 6.192 -1.983  -0.94
C: 0.177 6.031 -0.809  -0.89
C: -0.015 4.930 0.019  1.10
C: 0.715 4.867 1.332  -1.38
C: -0.945 3.939 -0.351  -0.12
N: -1.118 2.741 0.343  0.44
C: -1.536 2.783 1.598  0.00
O: -1.811 3.786 2.283  -0.78
C: -1.835 1.433 2.228  0.11
C: -1.962 1.377 3.610  -0.35
C: -2.507 0.249 4.182  -0.91
C: -2.926 -0.775 3.355  -0.27
C: -2.698 -0.692 1.981  0.17
N: -2.133 0.403 1.428  0.29
C: -3.217 -1.882 1.193  -0.40
O: -3.959 -2.658 1.827  -0.83
N: -2.879 -2.019 -0.073  0.58
C: -3.582 -3.088 -0.649  -0.46
C: -4.870 -2.860 -1.168  1.19
C: -5.471 -1.483 -1.069  -1.48
C: -5.581 -3.906 -1.744  -0.83
C: -5.042 -5.180 -1.815  -0.72
C: -3.776 -5.405 -1.296  -0.92
C: -3.041 -4.382 -0.716  0.89
C: -1.674 -4.644 -0.163  -0.92
H: -3.280 3.374 -2.784  0.40
H: -3.683 3.413 -1.054  0.29
H: -2.588 2.191 -1.645  -0.24
H: -2.123 5.399 -3.194  0.38
H: -0.367 7.052 -2.619  0.40
H: 0.902 6.784 -0.514  0.35
H: 1.733 5.261 1.247  0.40
H: 0.747 3.848 1.713  0.06
H: 0.169 5.455 2.070  0.42
H: -1.663 2.234 4.196  0.53
H: -2.627 0.175 5.257  0.39
H: -3.439 -1.651 3.726  0.57
H: -4.700 -0.720 -1.190  0.13
H: -5.911 -1.346 -0.078  0.29
H: -6.253 -1.342 -1.818  0.50
H: -6.579 -3.720 -2.127  0.38
H: -5.604 -5.996 -2.252  0.38
H: -3.349 -6.402 -1.332  0.34
H: -1.397 -5.693 -0.281  0.43
H: -1.641 -4.390 0.897  0.03
H: -0.945 -4.023 -0.684  0.17
O: 1.776 -1.845 -1.210  0.14
C: 3.134 -2.198 -1.257  -0.37
C: 3.506 -3.525 -0.572  -0.93
C: 3.703 -3.479 0.960  -0.91
C: 2.447 -3.482 1.797  0.32
C: 2.251 -4.428 2.796  -0.72
C: 1.056 -4.424 3.504  -0.79
C: 0.094 -3.479 3.197  -0.67
C: 0.395 -2.540 2.224  -0.96
N: 1.542 -2.537 1.555  0.95
H: 1.507 -1.867 -0.268  0.00
H: 3.764 -1.399 -0.835  0.13
H: 3.377 -2.282 -2.321  0.32
H: 4.455 -3.851 -1.009  0.43
H: 2.750 -4.272 -0.827  0.28
H: 4.276 -2.577 1.203  0.21
H: 4.298 -4.347 1.250  0.42
H: 3.018 -5.160 3.010  0.43
H: 0.883 -5.152 4.287  0.40
H: -0.875 -3.472 3.675  0.59
H: -0.307 -1.769 1.944  0.81
Cl: -1.723 0.670 -3.913  -0.03
C: -2.098 -1.018 -4.289  -0.09
Cl: -0.712 -2.076 -4.003  -0.13
H: -2.374 -1.080 -5.335  0.42
H: -2.891 -1.355 -3.635  -0.12
N: 3.313 0.390 -5.217  0.11
C: 2.084 -0.015 -4.838  -0.38
N: 1.713 0.637 -3.770  0.16
C: 2.763 1.461 -3.520  -0.34
N: 3.756 1.339 -4.384  -0.74
C: 2.809 2.423 -2.422  0.41
C: 3.745 3.457 -2.456  -0.49
N: 3.842 4.354 -1.484  -0.70
C: 2.997 4.219 -0.471  -0.41
C: 2.064 3.192 -0.426  -1.10
N: 1.966 2.291 -1.392  0.96
H: 3.871 0.100 -5.999  0.18
H: 1.518 -0.767 -5.355  0.48
H: 4.437 3.549 -3.283  0.51
H: 3.082 4.944 0.329  0.45
H: 1.389 3.063 0.410  0.76
C: 2.655 2.690 3.370  -1.45
P: 2.182 1.203 2.368  1.29
C: 2.389 -0.051 3.720  -1.28
C: 3.822 0.960 1.536  -0.95
H: 3.521 2.495 4.005  0.49
H: 1.808 2.980 3.992  0.36
H: 2.884 3.520 2.701  0.30
H: 3.280 0.141 4.322  0.51
H: 2.451 -1.048 3.284  0.16
H: 1.509 -0.020 4.364  0.35
H: 4.620 0.732 2.245  0.47
H: 4.077 1.866 0.985  0.40
H: 3.732 0.146 0.816  -0.32

Orbital gap in eV: 7.024
Relative energy (zero: lowest compared OMol25 entry of this formula, charge and spin) in eV: 1.007
Net charge: -1
HOMO energy in Ha: -0.17901